# 1
The following is a quantum chemistry calculation of C3H2N2O2 in the gas phase in a non-equilibrium geometry, from OMol25.

The value obtained for the energy above the lowest of the compared OMol25 structures with the same formula, charge and spin is 21.4 kcal per mole. Its gap between HOMO and LUMO is 11.6 eV. The structure (SMILES) is [H]/N=C(/C#N)OC=O.

CARTESIAN COORDINATES (ANGSTROEM)
1 O 0.4917 -0.4227 0.6860
2 C -0.3985 -1.4388 0.4788
3 O -1.3774 -1.3498 -0.1981
4 C 0.7351 0.7018 -1.3939
5 N -0.2502 1.7914 0.4557
6 N 1.1455 0.6470 -2.4728
7 H -0.5319 1.6406 1.4261
8 C 0.2510 0.7489 -0.0244
9 H -0.0654 -2.3183 1.0426

=====

# 2
The following is a quantum chemistry calculation of a gas-phase ion, C4H4NOS2 (charge -1) in a non-equilibrium geometry, from OMol25.

As for the charge: -1. The value obtained for the energy above the lowest of the compared OMol25 structures with the same formula, charge and spin is 0.0 kcal per mole. Its gap between HOMO and LUMO is 6.2 eV. The structure (SMILES) is Cn1c([S-])coc1=S.

CARTESIAN COORDINATES (ANGSTROEM)
1 C 0.7366 -1.2760 -0.0228
2 C -0.0525 -2.5365 -0.0079
3 C -1.5030 -0.9113 -0.0351
4 H -0.7700 1.6448 0.7857
5 N -0.2558 -0.2594 0.0397
6 S -2.9761 -0.2599 -0.1717
7 O -1.3812 -2.2111 -0.0821
8 H 0.3213 -3.4139 -0.3533
9 H -0.0996 1.5387 -0.8364
10 H 0.8436 1.3754 0.5864
11 C -0.1316 1.1327 0.1129
12 S 2.3611 -1.1570 0.2244

=====

# 3
The following is a quantum chemistry calculation of a molecular structure, C21H42BNO3P2Ti in a non-equilibrium geometry, from OMol25.

The value obtained for the energy above the lowest of the compared OMol25 structures with the same formula, charge and spin is 0.0 kcal per mole. Its gap between HOMO and LUMO is 7.0 eV.

CARTESIAN COORDINATES (ANGSTROEM)
1 C 0.0904 -4.7758 0.4456
2 H -1.4593 -3.9359 2.3922
3 H -0.3454 -5.5339 1.1208
4 H -0.9201 0.9284 4.5973
5 C 3.2008 -2.4573 -1.7986
6 P 2.4364 -0.9765 -0.9708
7 C -0.4667 0.3619 3.7572
8 H -2.6926 1.6497 -1.0528
9 H 4.3045 -2.4013 -1.8223
10 H 3.2288 0.0621 1.0857
11 H 4.2719 0.4270 -1.8511
12 C -0.0450 2.4230 -3.1895
13 O 1.0454 0.4602 1.9167
14 H -0.6066 -4.6173 -0.3949
15 Ti -0.0449 -0.8535 -0.8036
16 H -1.0171 3.5055 3.8886
17 C 3.3769 -0.9272 0.6224
18 C -0.0030 2.7134 -5.6062
19 C -3.1960 -0.6114 1.1284
20 H 1.3927 -3.3913 1.4692
21 H 1.0415 -5.1700 0.0462
22 C 0.3131 -3.4607 1.2043
23 C -0.2664 2.4160 2.1381
24 C -0.0199 1.3186 -5.7720
25 H 2.0882 0.9007 4.3555
26 H 1.0975 4.1058 2.5731
27 H -4.3004 -0.6047 1.1408
28 H 0.1400 4.2981 1.0699
29 H -3.3106 -3.0410 -0.7872
30 H 2.7602 1.3635 -1.5284
31 C -0.0157 3.2568 -4.3100
32 C 0.6892 3.5608 1.6947
33 H -1.9097 3.8484 2.3577
34 H -2.1887 2.3078 3.2087
35 H -0.0539 2.8309 -2.1741
36 C -1.4103 3.0540 2.9530
37 C -0.0485 0.4708 -4.6601
38 H 0.1036 -0.4851 4.1957
39 H 1.5377 3.1703 1.0942
40 H 2.8947 -3.3695 -1.2582
41 C 3.1702 0.4200 -1.9241
42 C -3.2335 0.7617 -1.4184
43 O -0.0095 -2.3752 0.3781
44 H 2.8670 0.3289 -2.9799
45 H -0.0102 0.8878 -6.7795
46 O -0.7842 1.8156 0.9732
47 H -4.3137 0.8664 -1.2153
48 H 4.4559 -1.1049 0.4675
49 H -1.2755 -0.0632 3.1411
50 B 0.1839 0.7345 0.7611
51 H -0.7356 -2.3313 2.7400
52 H -3.3169 -2.2112 -2.3705
53 H -0.0024 4.3439 -4.1729
54 C -3.5627 -2.0979 -1.3009
55 H -2.8250 -1.4701 1.7126
56 H -3.0633 0.6773 -2.5042
57 N -0.0864 0.2027 -2.2451
58 H 1.1599 2.4178 4.6532
59 C -0.0614 1.0109 -3.3470
60 C 0.4771 1.2599 2.9148
61 H 2.3743 2.3137 3.3149
62 H 0.0598 -3.8121 3.3383
63 H 2.9723 -1.6939 1.3040
64 C -0.5084 -3.3842 2.4964
65 H -2.8159 0.3139 1.5924
66 H -0.0613 -0.6174 -4.7774
67 P -2.5255 -0.7264 -0.5921
68 C 1.5853 1.7617 3.8651
69 H -4.6449 -1.9012 -1.1932
70 H 2.8165 -2.5233 -2.8307
71 H 0.0198 3.3721 -6.4805

=====

# 4
The following is a quantum chemistry calculation of a molecular structure, C18H24BrN3OSbSe5V in a non-equilibrium geometry, from OMol25.

As for the charge: +2. The value obtained for the energy above the lowest of the compared OMol25 structures with the same formula, charge and spin is 11.9 kcal per mole. Its gap between HOMO and LUMO (alpha / beta) is 5.8 / 5.8 eV.

CARTESIAN COORDINATES (ANGSTROEM)
1 H 1.6357 -1.2765 1.9295
2 C 3.9068 1.2823 -2.5198
3 H -6.8967 -2.4017 1.3533
4 Br -0.3893 -3.2638 1.1083
5 H 1.8456 3.1698 -4.4730
6 Se -4.7832 1.1337 -2.1249
7 C -2.2084 -2.8359 1.3988
8 H -6.4549 -1.1554 2.5165
9 Se -1.7340 -1.6524 -2.4775
10 Sb -2.5554 1.0459 -2.7357
11 O -0.1239 -0.2897 2.1483
12 H 3.1302 0.6462 2.1620
13 C 2.2437 -0.0327 -1.8442
14 H -4.1349 -0.6305 -0.0133
15 H -0.4361 1.5810 2.9935
16 V -0.9670 -1.1302 -0.4914
17 H -6.3990 -0.8058 0.7889
18 C 3.9642 3.4164 -4.2131
19 C 2.7464 1.7215 -3.1296
20 Se 1.4265 -1.4647 -0.9319
21 C -6.2142 -1.5731 1.5387
22 C -0.7897 0.5531 3.1104
23 H 4.9550 0.1351 -0.1657
24 H 1.8093 1.7327 2.5384
25 Se -1.0658 1.0629 -0.4972
26 C 2.0660 0.8243 1.9957
27 H 6.0415 1.5413 -2.2455
28 C -2.2864 0.4896 2.9672
29 C 2.7447 2.8095 -3.9951
30 H -2.7441 1.1243 3.7263
31 C -3.0194 -3.5102 2.2747
32 N -2.5804 -1.8386 0.6132
33 H 4.0168 4.2640 -4.8815
34 C 5.1417 2.9686 -3.5871
35 C -3.8679 -1.4420 0.6545
36 C 4.5329 -0.5429 -0.9050
37 H -0.4947 0.2186 4.1095
38 H 1.3912 -0.5644 3.5193
39 H 6.0704 3.4830 -3.7892
40 H -2.6235 0.8550 1.9963
41 C -4.3411 -3.0813 2.3139
42 H -2.6508 -4.3227 2.8826
43 N 1.7264 0.8775 -2.6708
44 C 1.2790 -0.3867 2.4460
45 C -4.7845 -2.0390 1.4987
46 H 1.9152 1.0080 0.9283
47 N 3.5590 0.1852 -1.7212
48 Se -1.1914 1.7525 -4.4808
49 H -5.0370 -3.5703 2.9847
50 H 5.3160 -0.9240 -1.5564
51 H -2.6547 -0.5244 3.1233
52 C 5.1393 1.8905 -2.7266
53 H 4.0454 -1.3726 -0.4041
54 H 0.7796 0.8589 -3.0404

=====

# 5
The following is a quantum chemistry calculation of ClH3N2O2S in the gas phase in a non-equilibrium geometry, from OMol25.

The value obtained for the energy above the lowest of the compared OMol25 structures with the same formula, charge and spin is 0.0 kcal per mole. Its gap between HOMO and LUMO is 10.5 eV. The structure (SMILES) is NNS(=O)(=O)Cl.

CARTESIAN COORDINATES (ANGSTROEM)
1 Cl -1.3520 -1.7305 0.3660
2 H 0.7179 0.0841 1.5154
3 S -1.1216 0.3128 0.0253
4 H 1.2076 -1.0989 -0.6579
5 N 0.5157 0.4788 0.5500
6 H 1.5385 0.4034 -1.0954
7 N 1.5358 -0.1480 -0.2543
8 O -1.8858 1.0718 0.9533
9 O -1.1561 0.6266 -1.4023

=====

# 6
The following is a quantum chemistry calculation of a molecular structure, C28H19F5InN2O4S2 in a non-equilibrium geometry, from OMol25.

As for the charge: -1. The value obtained for the energy above the lowest of the compared OMol25 structures with the same formula, charge and spin is 0.0 kcal per mole. Its gap between HOMO and LUMO is 7.9 eV.

CARTESIAN COORDINATES (ANGSTROEM)
1 H -3.1240 -5.2497 -0.1507
2 C 3.6309 -1.7914 3.6353
3 C -0.5822 -4.7303 2.7379
4 H -2.5178 3.3924 -5.6655
5 C 3.3604 -2.9588 2.9034
6 H -3.6263 2.6928 -3.6760
7 C 3.2419 4.5848 0.9312
8 F 2.7810 0.5132 1.0300
9 In -0.7707 0.6380 0.5773
10 H 4.1386 -3.7148 2.7257
11 H -2.6134 -7.1167 1.4444
12 O -1.3847 1.9990 2.0143
13 H 0.8158 1.8833 -6.7985
14 C -0.2452 -2.2947 1.9220
15 F 4.9505 4.4042 2.5901
16 S 1.0010 1.8271 -0.9676
17 C 2.0685 -3.1618 2.4183
18 H 0.1220 -4.6112 3.5814
19 C -2.5673 2.5321 1.7506
20 C 2.8988 1.8531 0.9759
21 H 0.5043 -0.4268 3.6809
22 H 0.5196 3.5583 -6.2632
23 C -2.2091 1.0911 -3.2235
24 O -2.3352 -0.8102 -1.5408
25 C 2.2519 3.9908 0.1622
26 C -1.2128 -5.9578 2.5823
27 F 1.5390 4.7979 -0.6458
28 H -0.6812 -0.4309 -3.1476
29 C -1.8223 -3.8751 0.8716
30 C -0.8868 -3.6637 1.8706
31 C -2.4068 -5.1197 0.6715
32 C -2.7115 2.1625 -3.9630
33 H 4.6501 -1.6559 4.0317
34 C 0.0437 2.6021 -6.6044
35 O -4.4007 0.5721 -1.9925
36 C -2.0346 2.5933 -5.1043
37 C 3.7977 2.4489 1.8536
38 C 2.6154 -0.8939 3.9484
39 N -0.7746 -1.3240 1.3671
40 H 2.8308 -0.0547 4.6326
41 H -1.9820 -3.0527 0.1842
42 N -2.5483 1.2929 -0.4082
43 F 4.4164 1.7239 2.7950
44 C -1.0845 0.4266 -3.7068
45 H -4.2910 2.0713 0.4986
46 C -2.1309 -6.1597 1.5445
47 C 1.3331 -1.0994 3.4629
48 C -0.8525 1.9907 -5.5595
49 H -0.9730 -6.7641 3.2697
50 H -0.5215 2.8599 -7.5099
51 C 2.0333 2.5946 0.1870
52 C -3.2200 2.3003 0.3617
53 C 4.0045 3.8115 1.8366
54 H -3.1856 3.3293 -0.1064
55 C -0.4619 0.8271 -4.8826
56 O -3.2068 3.2058 2.5668
57 S -2.9903 0.4724 -1.7278
58 C 1.0779 -2.2204 2.6453
59 H 0.4289 0.2707 -5.2426
60 F 3.4840 5.8974 0.7909
61 H 1.8156 -4.0733 1.8334

=====

no.,energy (eV)
1,-10217.26107
2,-29421.48119
3,-72463.24460
4,-454559.16474
5,-30479.81655
6,-80948.25569